DFT (wB97M-V/def2-TZVPD) results for C32H31EuF7N2O3 as an isolated structure in a non-equilibrium geometry.

Geometry as ORCA input:
```
! RIJCOSX wB97M-V def2-TZVPD def2/J DEFGRID3
* xyz -1 7
Eu 9.471 10.565 10.185
C 8.591 14.143 8.729
C 8.033 13.335 7.703
C 7.005 12.537 8.272
C 6.830 12.949 9.666
C 7.791 13.971 9.947
C 7.840 14.723 11.202
C 5.761 12.388 10.543
C 6.295 11.342 7.636
C 8.337 13.357 6.226
C 9.757 15.025 8.560
H 7.250 15.636 11.025
H 8.874 14.999 11.459
H 7.412 14.140 12.011
H 6.089 11.542 11.232
H 4.822 12.184 9.926
H 5.384 13.140 11.240
H 5.367 11.644 7.148
H 6.015 10.643 8.467
H 6.984 10.903 6.860
H 7.995 12.505 5.647
H 9.418 13.448 6.036
H 7.921 14.276 5.787
H 9.728 15.538 7.570
H 10.669 14.433 8.610
H 9.764 15.798 9.319
F 5.639 8.709 14.215
C 5.971 8.613 12.847
C 6.969 9.444 12.395
C 7.396 9.183 11.099
C 7.004 8.095 10.323
C 5.931 7.328 10.868
F 5.290 6.383 10.064
C 5.371 7.600 12.093
C 7.577 7.877 9.040
C 7.445 6.579 8.437
C 8.008 6.405 7.168
C 8.763 7.389 6.587
C 9.043 8.526 7.331
N 8.529 8.688 8.571
H 7.405 10.259 12.963
H 4.505 7.067 12.391
H 6.840 5.758 8.919
H 7.875 5.458 6.642
H 9.152 7.310 5.587
H 9.624 9.371 6.929
C 12.439 8.522 12.500
C 11.433 9.426 11.781
O 10.317 9.719 12.310
O 11.725 9.781 10.588
H 12.047 7.524 12.570
H 12.712 8.821 13.537
H 13.342 8.478 11.827
F 8.657 12.117 13.154
C 9.916 12.544 12.974
C 10.302 12.618 11.651
C 11.582 13.066 11.418
F 11.987 13.543 10.201
C 12.411 13.327 12.482
F 13.635 13.813 12.194
C 11.995 13.228 13.786
F 12.857 13.462 14.805
C 10.656 12.995 14.070
F 10.246 13.058 15.371
C 13.519 11.129 5.827
N 12.818 11.090 7.048
C 13.598 10.651 8.205
C 11.515 11.243 7.017
O 10.682 11.247 7.977
H 13.258 10.261 5.185
H 14.564 11.210 6.000
H 13.305 12.108 5.309
H 14.024 9.630 8.021
H 12.955 10.653 9.126
H 14.423 11.397 8.339
H 11.148 11.349 6.017
*
```

The molar mass comes out at 776.56 g mol⁻¹. For the HOMO-LUMO gap (alpha / beta), the calculation gives 0.1495 / 0.1752 Ha. The electronic energy comes out at -2982.56874 Ha.

***

DFT (wB97M-V/def2-TZVPD) results for one molecule with the formula C32H31F3N2O5S3 in a non-equilibrium geometry.

Geometry as ORCA input:
```
! RIJCOSX wB97M-V def2-TZVPD def2/J DEFGRID3
* xyz 0 1
C -3.795 0.042 4.998
O -2.389 -0.001 5.198
C -1.543 0.477 4.287
C -0.241 -0.061 4.271
C 0.574 0.133 3.195
C 0.191 0.927 2.116
C 1.114 0.994 0.943
C 1.438 2.384 0.541
N 2.635 2.806 0.920
C 3.265 2.259 2.093
C 4.586 3.020 2.226
C 4.550 4.147 1.183
C 3.326 3.944 0.291
C 0.549 3.239 -0.232
C -0.192 2.612 -1.245
C -1.192 3.277 -1.935
C -1.450 4.618 -1.668
C -0.671 5.309 -0.720
C 0.318 4.636 0.002
C -1.023 1.609 2.211
C -1.903 1.397 3.266
H -4.240 -0.544 5.798
H -4.122 1.083 5.090
H -4.113 -0.346 4.029
H 0.092 -0.675 5.117
H 1.522 -0.373 3.133
H 2.021 0.420 1.055
H 2.637 2.400 2.985
H 3.458 1.177 2.042
H 4.643 3.419 3.241
H 5.435 2.340 2.078
H 4.410 5.103 1.685
H 5.451 4.208 0.581
H 3.551 3.738 -0.772
H 2.704 4.845 0.299
H 0.078 1.584 -1.468
H -1.766 2.717 -2.659
H -2.247 5.138 -2.187
H -0.836 6.370 -0.537
H 0.930 5.184 0.737
H -1.294 2.306 1.407
H -2.851 1.920 3.306
F 2.166 -1.943 1.200
C 1.776 -1.930 -0.110
F 2.880 -1.825 -0.876
F 1.213 -3.145 -0.375
S 0.680 -0.451 -0.324
N -0.296 -1.487 -1.994
S 0.318 -1.176 -3.560
C 0.102 -2.779 -4.382
C 1.187 -3.390 -5.034
C 1.036 -4.694 -5.520
C -0.174 -5.386 -5.377
C -1.278 -4.713 -4.825
C -1.152 -3.391 -4.372
O -0.472 -0.146 -4.190
O 1.742 -1.013 -3.471
S -1.855 -1.011 -1.643
C -2.248 -2.279 -0.407
C -2.522 -3.572 -0.851
C -2.644 -4.588 0.096
C -2.484 -4.285 1.461
C -2.242 -2.974 1.895
C -2.100 -1.964 0.943
O -1.937 0.276 -0.989
O -2.709 -1.285 -2.771
H 2.124 -2.836 -5.152
H 1.876 -5.172 -6.022
H -0.268 -6.426 -5.710
H -2.243 -5.216 -4.746
H -2.027 -2.852 -4.013
H -2.649 -3.769 -1.909
H -2.861 -5.603 -0.233
H -2.504 -5.095 2.184
H -2.161 -2.722 2.955
H -1.883 -0.940 1.221
*
```

The molar mass comes out at 676.80 g mol⁻¹. For the HOMO-LUMO gap, the calculation gives 0.2113 Ha. The electronic energy comes out at -3217.69810 Ha.

***

DFT (wB97M-V/def2-TZVPD) results for C32H31IIrP as an isolated structure.

Geometry as ORCA input:
```
! RIJCOSX wB97M-V def2-TZVPD def2/J DEFGRID3
* xyz 2 5
Ir -0.489 -0.146 -0.315
C 0.137 1.614 1.639
C -0.697 0.604 2.212
C -1.892 0.517 1.429
C -1.811 1.507 0.387
C -0.530 2.144 0.489
C -0.034 3.278 -0.341
C -2.946 1.959 -0.474
C -3.103 -0.305 1.739
C -0.413 -0.195 3.434
C 1.459 2.084 2.129
H -0.110 4.210 0.226
H -0.614 3.398 -1.254
H 1.014 3.149 -0.613
H -3.396 2.852 -0.034
H -3.721 1.197 -0.545
H -2.618 2.219 -1.479
H -3.971 0.344 1.872
H -2.969 -0.876 2.655
H -3.340 -1.008 0.937
H -0.989 0.207 4.273
H 0.637 -0.167 3.713
H -0.711 -1.236 3.311
H 2.213 2.067 1.338
H 1.821 1.500 2.972
H 1.384 3.126 2.452
I 2.145 -0.842 0.180
C 2.930 -2.160 -1.254
C 4.267 -2.331 -1.010
C 5.026 -3.236 -1.776
C 4.402 -3.947 -2.748
C 3.021 -3.778 -3.016
C 2.458 -4.563 -4.051
C 1.144 -4.463 -4.383
C 0.350 -3.544 -3.684
C 0.841 -2.746 -2.671
P -0.459 -1.629 -2.109
C -0.782 -0.477 -3.452
C 0.199 -0.220 -4.414
C -0.020 0.752 -5.378
C -1.212 1.464 -5.393
C -2.191 1.216 -4.440
C -1.976 0.254 -3.466
C -1.939 -2.598 -1.762
C -2.997 -2.704 -2.666
C -4.092 -3.495 -2.355
C -4.132 -4.188 -1.152
C -3.074 -4.100 -0.256
C -1.980 -3.305 -0.556
C 2.219 -2.853 -2.279
H 4.760 -1.784 -0.219
H 6.080 -3.359 -1.572
H 4.951 -4.662 -3.347
H 3.108 -5.252 -4.575
H 0.713 -5.064 -5.171
H -0.692 -3.460 -3.970
H 1.124 -0.781 -4.418
H 0.738 0.947 -6.124
H -1.383 2.208 -6.160
H -3.125 1.761 -4.465
H -2.750 0.050 -2.737
H -2.969 -2.179 -3.612
H -4.909 -3.580 -3.058
H -4.987 -4.807 -0.917
H -3.099 -4.657 0.671
H -1.150 -3.256 0.141
*
```

The molar mass comes out at 765.70 g mol⁻¹. For the HOMO-LUMO gap (alpha / beta), the calculation gives 0.2813 / 0.2101 Ha. The electronic energy comes out at -1980.75656 Ha.

***

DFT (wB97M-V/def2-TZVPD) results for a 5-piece molecular cluster, C32H31N2O4PS overall in a non-equilibrium geometry.

Geometry as ORCA input:
```
! RIJCOSX wB97M-V def2-TZVPD def2/J DEFGRID3
* xyz 0 1
N 1.255 -0.761 1.854
C 0.407 0.219 2.421
C -0.948 0.221 2.062
C -1.760 1.172 2.640
C -1.283 2.112 3.527
C 0.053 2.155 3.874
C 0.900 1.192 3.315
P 2.645 1.308 3.777
O 3.363 -0.119 3.570
O 3.256 2.228 2.605
S 2.934 2.062 5.516
C -2.426 2.974 3.934
O -2.412 4.065 4.391
N -3.635 2.272 3.539
C -3.229 1.434 2.462
O -3.886 1.070 1.539
H 0.688 -1.425 1.340
H 1.727 -1.293 2.576
H -1.355 -0.490 1.358
H 0.425 2.902 4.556
H 3.517 -0.237 2.619
H 4.205 2.060 2.508
H -4.093 1.759 4.281
C 7.327 4.837 -0.258
C 7.318 3.690 -1.040
C 6.228 2.832 -1.002
C 5.144 3.126 -0.186
C 5.151 4.275 0.594
C 6.245 5.129 0.560
H 8.179 5.505 -0.287
H 8.162 3.465 -1.680
H 6.223 1.936 -1.608
H 4.289 2.460 -0.160
H 4.304 4.503 1.228
H 6.253 6.022 1.171
C -7.364 -3.091 -1.244
C -7.569 -2.796 0.097
C -6.856 -1.768 0.699
C -5.942 -1.029 -0.040
C -5.740 -1.325 -1.381
C -6.446 -2.357 -1.983
H -7.918 -3.894 -1.713
H -8.286 -3.367 0.673
H -7.014 -1.541 1.746
H -5.388 -0.225 0.424
H -5.028 -0.748 -1.957
H -6.283 -2.588 -3.028
C -2.086 1.488 -5.564
C -1.751 0.168 -5.831
C -1.999 -0.816 -4.884
C -2.590 -0.481 -3.673
C -2.927 0.840 -3.408
C -2.672 1.825 -4.352
H -1.890 2.256 -6.301
H -1.296 -0.094 -6.777
H -1.734 -1.845 -5.090
H -2.787 -1.249 -2.936
H -3.388 1.102 -2.463
H -2.931 2.854 -4.143
C 1.721 -5.558 -0.025
C 1.743 -4.286 0.530
C 2.748 -3.394 0.185
C 3.731 -3.771 -0.720
C 3.708 -5.042 -1.277
C 2.705 -5.936 -0.927
H 0.938 -6.254 0.246
H 0.972 -3.994 1.234
H 2.770 -2.403 0.620
H 4.513 -3.075 -0.992
H 4.472 -5.336 -1.984
H 2.691 -6.929 -1.358
*
```

The molar mass comes out at 570.65 g mol⁻¹. The SMILES is Nc1cc2c(cc1P(O)(O)=S)C(=O)NC2=O.c1ccccc1.c1ccccc1.c1ccccc1.c1ccccc1. For the HOMO-LUMO gap, the calculation gives 0.3120 Ha. The electronic energy comes out at -2388.09322 Ha.

***

DFT (wB97M-V/def2-TZVPD) results for C32H31N4O4PPdS2 as an isolated structure.

Geometry as ORCA input:
```
! RIJCOSX wB97M-V def2-TZVPD def2/J DEFGRID3
* xyz -2 1
Pd 0.530 0.422 -0.875
O -0.537 -1.712 3.558
C -1.376 -1.304 2.707
O -1.803 -0.158 2.524
C -2.014 -2.392 1.839
C -3.022 -3.119 2.475
C -3.772 -4.067 1.806
C -3.512 -4.310 0.466
C -2.489 -3.621 -0.166
C -1.712 -2.666 0.498
P -0.275 -1.853 -0.384
C 1.066 -3.027 0.097
C 2.178 -3.172 -0.735
C 3.253 -3.965 -0.364
C 3.251 -4.607 0.867
C 2.169 -4.440 1.718
C 1.086 -3.655 1.341
C -0.633 -2.384 -2.121
C -1.331 -1.481 -2.923
C -1.647 -1.792 -4.239
C -1.259 -3.009 -4.783
C -0.567 -3.918 -3.994
C -0.265 -3.610 -2.674
H -3.211 -2.912 3.522
H -4.559 -4.606 2.322
H -4.094 -5.037 -0.089
H -2.301 -3.840 -1.207
H 2.211 -2.659 -1.688
H 4.102 -4.054 -1.031
H 4.096 -5.216 1.167
H 2.164 -4.908 2.695
H 0.281 -3.510 2.049
H -1.595 -0.510 -2.519
H -2.181 -1.068 -4.843
H -1.490 -3.246 -5.815
H -0.260 -4.873 -4.404
H 0.259 -4.338 -2.069
C 0.321 1.839 -4.205
N 1.096 2.427 -3.132
C 0.569 2.367 -1.817
S -1.088 1.979 -1.537
N 1.190 3.299 -0.946
C 2.611 3.555 -1.124
H 0.945 1.813 -5.100
H -0.558 2.455 -4.404
H -0.037 0.827 -3.990
H 2.052 2.090 -3.138
H 1.013 3.010 0.013
H 2.783 4.066 -2.074
H 3.220 2.645 -1.082
H 2.935 4.217 -0.321
N 1.096 0.756 3.667
C 1.629 1.852 4.296
C 1.997 2.703 3.291
N 1.692 2.157 2.064
C 1.150 0.996 2.348
H 0.583 -0.050 4.038
H 1.694 1.929 5.367
H 2.463 3.672 3.380
H 0.748 0.302 1.626
O 4.002 -2.353 -7.132
C 4.904 -1.907 -6.207
O 6.075 -1.940 -6.502
C 4.364 -1.444 -4.919
C 3.000 -1.400 -4.603
C 2.558 -0.960 -3.376
C 3.453 -0.530 -2.371
S 2.936 -0.024 -0.815
C 4.830 -0.584 -2.703
C 5.265 -1.023 -3.930
H 3.116 -2.290 -6.758
H 2.232 -1.713 -5.308
H 1.501 -0.943 -3.148
H 5.545 -0.265 -1.955
H 6.323 -1.052 -4.161
*
```

The molar mass comes out at 737.15 g mol⁻¹. For the HOMO-LUMO gap, the calculation gives 0.2062 Ha. The electronic energy comes out at -3023.78809 Ha.

***

DFT (wB97M-V/def2-TZVPD) results for C32H31N4O7PPdS2 as an isolated structure.

Geometry as ORCA input:
```
! RIJCOSX wB97M-V def2-TZVPD def2/J DEFGRID3
* xyz -2 1
Pd 1.634 -0.640 -0.605
O 5.236 -4.551 -0.487
S 4.226 -3.515 -0.295
O 2.868 -4.028 -0.195
O 4.393 -2.363 -1.163
C 4.544 -2.887 1.372
C 5.742 -3.269 1.964
C 6.053 -2.895 3.262
C 5.144 -2.143 3.988
C 3.946 -1.763 3.400
C 3.621 -2.112 2.086
P 2.007 -1.527 1.361
C 0.861 -2.834 1.953
C 1.240 -3.953 2.683
C 0.293 -4.894 3.071
C -1.042 -4.721 2.738
C -1.425 -3.612 1.992
C -0.479 -2.683 1.589
C 1.594 -0.172 2.559
C 0.740 -0.312 3.650
C 0.425 0.780 4.452
C 0.970 2.026 4.184
C 1.829 2.177 3.100
C 2.128 1.091 2.295
H 6.414 -3.881 1.378
H 6.995 -3.200 3.705
H 5.357 -1.851 5.010
H 3.250 -1.177 3.984
H 2.282 -4.105 2.934
H 0.606 -5.769 3.629
H -1.779 -5.457 3.040
H -2.461 -3.480 1.703
H -0.766 -1.845 0.962
H 0.306 -1.279 3.872
H -0.256 0.652 5.286
H 0.716 2.878 4.803
H 2.241 3.151 2.861
H 2.758 1.217 1.421
N -0.815 3.417 0.198
C 0.367 3.016 -0.351
C 0.408 1.769 -1.038
N 1.526 1.328 -1.596
C 2.616 2.130 -1.520
C 2.547 3.334 -0.872
N 1.437 3.794 -0.271
H -1.520 2.677 0.304
H -0.736 4.087 0.944
H -0.475 1.121 -1.086
H 3.535 1.753 -1.946
H 3.425 3.969 -0.809
C -0.566 1.815 -6.055
C -1.786 2.038 -5.203
C -1.662 2.266 -3.837
C -2.779 2.432 -3.033
C -4.042 2.364 -3.607
C -4.189 2.137 -4.968
C -3.062 1.984 -5.759
S -5.492 2.557 -2.596
O -6.589 1.996 -3.343
O -5.554 3.924 -2.158
N -5.259 1.641 -1.283
C -5.092 0.193 -1.478
C -4.251 -0.377 -0.340
C -2.878 0.313 -0.310
O -1.905 -0.287 -0.779
O -2.901 1.503 0.147
H 0.342 2.080 -5.515
H -0.611 2.406 -6.972
H -0.484 0.765 -6.342
H -0.677 2.287 -3.388
H -2.658 2.587 -1.968
H -5.184 2.067 -5.388
H -3.174 1.803 -6.823
H -4.525 2.010 -0.662
H -4.593 -0.019 -2.431
H -6.079 -0.272 -1.510
H -4.112 -1.445 -0.508
H -4.764 -0.218 0.611
*
```

The molar mass comes out at 785.15 g mol⁻¹. For the HOMO-LUMO gap, the calculation gives 0.2169 Ha. The electronic energy comes out at -3249.48657 Ha.